[1]
{
  "formula": "C39H51N7PRuS",
  "method": "ωB97M-V with the def2-TZVPD basis set",
  "symbols": ["Ru", "C", "C", "C", "C", "C", "C", "N", "C", "C", "C", "C", "C", "C", "N", "N", "C", "C", "C", "C", "C", "N", "H", "H", "H", "H", "H", "H", "H", "H", "H", "H", "H", "H", "H", "N", "C", "C", "C", "C", "N", "H", "H", "H", "H", "H", "H", "H", "H", "H", "H", "H", "H", "N", "S", "C", "C", "C", "C", "C", "C", "C", "C", "C", "C", "C", "C", "H", "H", "H", "H", "H", "H", "H", "H", "H", "H", "H", "C", "C", "P", "C", "C", "C", "C", "H", "H", "H", "H", "H", "H", "H", "H", "H", "H", "H", "H", "H", "H", "H"],
  "coordinates": [[-0.172, -0.413, -0.698], [-0.807, -0.019, -6.289], [0.026, 0.990, -5.826], [0.647, 0.873, -4.592], [0.420, -0.258, -3.802], [-0.423, -1.268, -4.271], [-1.020, -1.153, -5.514], [0.951, -0.345, -2.503], [2.262, -0.038, -2.269], [3.262, -0.072, -3.261], [4.573, 0.214, -2.938], [4.910, 0.548, -1.630], [3.945, 0.583, -0.622], [2.634, 0.283, -0.926], [1.590, 0.259, 0.012], [1.867, 0.752, 1.198], [0.969, 0.759, 2.198], [1.425, 1.362, 3.397], [0.634, 1.481, 4.501], [-0.684, 1.001, 4.446], [-1.123, 0.419, 3.296], [-0.326, 0.267, 2.202], [-1.284, 0.074, -7.256], [0.197, 1.872, -6.428], [1.300, 1.658, -4.231], [-0.553, -2.170, -3.684], [-1.648, -1.952, -5.886], [2.994, -0.357, -4.269], [5.337, 0.172, -3.701], [5.939, 0.775, -1.383], [4.211, 0.843, 0.391], [2.441, 1.728, 3.377], [1.015, 1.946, 5.399], [-1.364, 1.083, 5.281], [-2.130, 0.041, 3.186], [-2.013, -1.382, -1.341], [-3.278, -0.589, -1.452], [-3.034, 0.760, -2.115], [-2.769, 1.913, -1.131], [-1.599, 2.788, -1.551], [-0.316, 2.096, -1.282], [-1.851, -1.820, -2.243], [-2.179, -2.149, -0.691], [-3.677, -0.464, -0.444], [-4.000, -1.182, -2.015], [-3.897, 1.008, -2.734], [-2.196, 0.652, -2.814], [-2.559, 1.523, -0.129], [-3.665, 2.528, -1.037], [-1.628, 3.745, -1.029], [-1.661, 3.005, -2.618], [0.094, 2.456, -0.426], [0.360, 2.290, -2.013], [-0.882, -0.373, 1.109], [-3.320, -2.693, 2.021], [-3.919, -1.675, 3.351], [-4.600, -0.517, 2.981], [-5.099, 0.333, 3.957], [-4.914, 0.035, 5.301], [-4.244, -1.126, 5.661], [-3.749, -1.989, 4.692], [-2.169, -3.811, 2.781], [-2.384, -5.175, 2.624], [-1.473, -6.083, 3.150], [-0.367, -5.632, 3.853], [-0.160, -4.266, 4.022], [-1.050, -3.356, 3.476], [-1.692, -0.932, 1.377], [-4.752, -0.286, 1.933], [-5.638, 1.225, 3.667], [-5.305, 0.696, 6.063], [-4.117, -1.375, 6.706], [-3.244, -2.899, 4.986], [-3.268, -5.523, 2.104], [-1.645, -7.144, 3.030], [0.329, -6.341, 4.281], [0.695, -3.913, 4.584], [-0.895, -2.293, 3.619], [2.851, -3.836, 1.995], [2.070, -2.635, 1.464], [1.206, -2.878, -0.138], [2.585, -3.302, -1.273], [2.134, -3.775, -2.650], [0.334, -4.483, 0.106], [-0.915, -4.687, -0.746], [3.322, -3.583, 2.946], [3.646, -4.138, 1.314], [2.205, -4.696, 2.168], [2.736, -1.777, 1.339], [1.302, -2.336, 2.184], [3.186, -4.079, -0.794], [3.223, -2.418, -1.353], [1.555, -4.698, -2.587], [2.996, -3.978, -3.285], [1.522, -3.025, -3.151], [0.069, -4.542, 1.164], [1.060, -5.278, -0.079], [-1.749, -4.094, -0.365], [-1.237, -5.728, -0.710], [-0.754, -4.431, -1.796]],
  "forces_ev_per_a": [[0.081, -0.037, -0.021], [0.001, 0.013, -0.011], [0.001, 0.003, 0.008], [0.032, -0.019, -0.029], [-0.028, 0.031, 0.108], [-0.018, -0.014, -0.035], [0.001, -0.009, 0.017], [0.019, -0.083, 0.005], [0.006, 0.037, -0.038], [-0.011, -0.008, 0.007], [-0.005, 0.002, -0.007], [-0.006, -0.001, 0.018], [0.035, 0.010, -0.021], [-0.012, -0.024, 0.000], [-0.016, 0.021, 0.053], [-0.011, -0.009, 0.008], [-0.025, -0.020, -0.024], [-0.006, 0.015, 0.006], [0.005, -0.004, -0.005], [-0.004, 0.000, -0.009], [0.016, -0.025, 0.029], [0.000, 0.014, 0.003], [0.002, 0.000, -0.001], [-0.002, 0.001, 0.000], [-0.013, 0.009, 0.000], [0.044, -0.008, -0.017], [0.001, -0.001, -0.002], [0.002, -0.009, 0.002], [0.000, -0.001, -0.001], [0.000, 0.002, -0.001], [-0.002, -0.001, 0.003], [-0.001, 0.000, -0.002], [-0.001, 0.000, 0.000], [0.000, -0.001, -0.001], [-0.008, 0.002, 0.001], [-0.074, -0.012, -0.029], [0.005, -0.023, 0.009], [-0.014, 0.007, -0.007], [0.014, 0.013, -0.010], [-0.008, 0.000, -0.005], [-0.006, -0.029, 0.023], [0.013, 0.028, 0.028], [-0.017, -0.013, -0.003], [0.007, 0.011, 0.000], [-0.006, -0.004, 0.010], [0.006, 0.006, -0.003], [0.000, 0.005, 0.007], [-0.001, -0.008, -0.001], [0.002, 0.003, 0.005], [0.000, 0.002, -0.003], [-0.001, 0.000, -0.002], [-0.001, 0.013, -0.005], [0.003, 0.009, -0.008], [-0.075, -0.016, -0.270], [0.000, -0.017, -0.154], [0.005, -0.017, 0.004], [-0.005, 0.002, -0.004], [0.011, 0.001, -0.001], [0.005, -0.002, 0.003], [-0.009, 0.011, 0.003], [0.003, 0.000, 0.006], [-0.013, -0.003, 0.009], [0.005, -0.001, 0.006], [0.001, 0.001, -0.006], [0.005, 0.004, 0.001], [0.014, -0.002, -0.003], [0.006, -0.007, -0.011], [0.104, 0.095, 0.421], [-0.001, -0.002, 0.000], [0.000, -0.001, 0.000], [-0.003, 0.000, 0.000], [-0.001, 0.000, 0.001], [-0.009, 0.007, 0.001], [0.002, 0.002, -0.002], [0.002, 0.000, -0.001], [-0.001, 0.001, 0.000], [0.001, 0.000, 0.001], [-0.003, 0.015, -0.004], [-0.001, 0.014, 0.001], [0.007, 0.029, 0.002], [0.016, -0.063, -0.057], [0.000, -0.013, 0.018], [-0.003, -0.011, 0.022], [0.001, 0.002, 0.012], [-0.007, 0.002, -0.027], [-0.005, 0.002, 0.003], [0.003, 0.002, 0.018], [-0.014, -0.010, -0.004], [-0.012, 0.007, -0.006], [-0.003, 0.012, -0.003], [-0.008, 0.009, 0.006], [0.000, -0.003, -0.013], [0.001, 0.016, 0.000], [-0.001, 0.002, -0.002], [-0.025, 0.042, -0.039], [0.003, -0.005, 0.008], [0.001, -0.003, 0.001], [-0.003, 0.006, 0.004], [0.003, 0.000, -0.002], [0.004, -0.002, 0.008]],
  "spin_multiplicity": 6,
  "s_squared": 8.796,
  "lumo_ev": [-4.717, -7.576],
  "energy_ev": -74392.8950,
  "molar_mass_g_mol": 782.00,
  "homo_ev": [-11.983, -12.920],
  "charge": 2
}



[2]
{
  "formula": "C39H52AsCl5N2NaOPS",
  "method": "ωB97M-V with the def2-TZVPD basis set",
  "symbols": ["Na", "C", "C", "C", "C", "C", "C", "C", "H", "H", "H", "H", "H", "H", "H", "H", "Cl", "C", "C", "C", "Cl", "C", "Cl", "C", "Cl", "C", "Cl", "C", "As", "C", "C", "H", "H", "H", "H", "H", "H", "H", "H", "H", "C", "C", "C", "C", "C", "C", "C", "S", "C", "O", "H", "H", "H", "H", "H", "H", "H", "H", "H", "H", "C", "C", "C", "P", "C", "C", "C", "C", "C", "C", "H", "H", "H", "H", "H", "H", "H", "H", "H", "H", "H", "H", "H", "H", "H", "H", "H", "H", "H", "H", "H", "N", "C", "C", "C", "C", "N", "C", "C", "H", "H", "H", "H"],
  "coordinates": [[-0.320, -1.192, -1.035], [-0.488, -5.177, 1.214], [0.703, -4.609, 0.493], [0.690, -4.474, -0.892], [1.752, -3.884, -1.561], [2.860, -3.435, -0.854], [2.902, -3.602, 0.524], [1.827, -4.175, 1.190], [-0.205, -5.623, 2.167], [-0.993, -5.928, 0.608], [-1.206, -4.377, 1.416], [-0.160, -4.836, -1.456], [1.714, -3.786, -2.640], [3.698, -2.989, -1.375], [3.776, -3.295, 1.083], [1.864, -4.294, 2.267], [-1.902, -4.131, -3.582], [-2.793, -3.631, -2.157], [-2.132, -2.823, -1.243], [-2.934, -2.439, -0.179], [-2.178, -1.426, 1.019], [-4.277, -2.763, -0.022], [-5.217, -2.136, 1.291], [-4.879, -3.583, -0.973], [-6.550, -3.991, -0.842], [-4.121, -4.044, -2.049], [-4.849, -5.090, -3.216], [4.861, 1.138, -1.312], [2.922, 1.123, -1.681], [2.838, 3.041, -2.169], [3.156, 0.402, -3.491], [5.389, 1.502, -2.194], [5.208, 0.132, -1.080], [5.093, 1.789, -0.469], [3.762, 3.348, -2.659], [2.705, 3.645, -1.270], [2.002, 3.233, -2.843], [3.812, 1.034, -4.090], [2.202, 0.291, -3.997], [3.604, -0.589, -3.401], [-6.202, 1.885, -1.724], [-4.833, 1.602, -2.276], [-4.307, 0.312, -2.224], [-3.037, 0.047, -2.704], [-2.282, 1.078, -3.238], [-2.793, 2.361, -3.327], [-4.067, 2.618, -2.842], [-0.597, 0.732, -3.764], [-1.067, -0.284, -5.191], [-0.022, -0.217, -2.762], [-6.878, 1.055, -1.925], [-6.620, 2.793, -2.156], [-6.152, 2.015, -0.640], [-4.891, -0.497, -1.800], [-2.630, -0.955, -2.654], [-2.199, 3.157, -3.763], [-4.474, 3.621, -2.888], [-1.819, -1.006, -4.881], [-0.172, -0.795, -5.543], [-1.456, 0.386, -5.956], [1.111, 2.965, 2.086], [0.739, 1.811, 3.022], [0.920, 2.217, 4.485], [1.551, 0.259, 2.344], [1.480, -1.018, 3.716], [2.334, -0.861, 4.975], [0.010, -1.249, 4.082], [3.360, 0.730, 2.188], [4.088, 1.488, 3.297], [4.135, -0.526, 1.783], [0.396, 3.785, 2.187], [1.117, 2.634, 1.047], [2.101, 3.358, 2.322], [-0.327, 1.600, 2.878], [1.964, 2.376, 4.743], [0.505, 1.473, 5.163], [0.385, 3.155, 4.663], [1.826, -1.915, 3.189], [2.187, 0.102, 5.459], [3.395, -0.985, 4.761], [2.056, -1.640, 5.690], [-0.366, -0.448, 4.721], [-0.098, -2.191, 4.623], [-0.611, -1.300, 3.189], [3.335, 1.380, 1.305], [4.090, 0.946, 4.241], [3.661, 2.474, 3.468], [5.130, 1.638, 2.997], [4.181, -1.245, 2.604], [5.159, -0.262, 1.508], [3.657, -1.005, 0.927], [-2.720, 6.761, 0.385], [-2.398, 5.664, 0.263], [-1.993, 4.300, 0.102], [-0.948, 3.971, -0.755], [-0.608, 2.635, -0.876], [-1.228, 1.651, -0.232], [-2.219, 1.978, 0.592], [-2.638, 3.283, 0.799], [-0.426, 4.743, -1.304], [0.219, 2.328, -1.506], [-2.705, 1.159, 1.107], [-3.445, 3.512, 1.481]],
  "forces_ev_per_a": [[0.150, -0.463, 1.107], [0.003, 0.101, -0.020], [-0.007, -0.027, 0.054], [-0.003, -0.056, -0.046], [-0.006, 0.048, -0.037], [0.060, -0.020, 0.010], [0.021, -0.022, 0.026], [-0.010, 0.015, -0.016], [0.007, -0.013, -0.003], [-0.014, -0.005, 0.011], [-0.034, -0.052, 0.008], [-0.003, 0.054, 0.017], [0.003, 0.007, 0.004], [-0.005, 0.004, 0.005], [-0.017, 0.005, -0.015], [0.002, -0.016, -0.003], [0.144, -0.067, -0.243], [0.058, 0.152, 0.224], [-0.543, -0.123, 0.043], [-0.091, -0.426, -0.635], [0.129, 0.315, 0.671], [-0.091, 0.048, 0.102], [0.035, -0.008, -0.002], [0.000, 0.023, -0.023], [0.048, -0.018, 0.024], [0.006, -0.030, -0.034], [0.022, 0.051, 0.013], [-0.042, 0.018, 0.046], [0.317, 0.131, -0.090], [-0.036, -0.096, 0.029], [0.027, -0.019, -0.062], [0.008, 0.009, 0.012], [-0.033, -0.006, 0.013], [-0.043, -0.019, 0.033], [-0.012, -0.031, -0.044], [-0.016, -0.027, 0.009], [-0.011, -0.036, 0.005], [0.026, 0.018, 0.059], [-0.081, 0.003, 0.004], [-0.009, -0.001, -0.007], [0.064, -0.011, 0.022], [-0.041, 0.026, -0.041], [0.062, -0.020, -0.020], [-0.019, -0.049, 0.023], [0.164, 0.085, -0.151], [0.138, 0.054, 0.012], [-0.055, -0.046, 0.049], [-0.740, -0.066, -0.461], [0.245, 0.152, 0.201], [0.223, 0.476, -0.926], [-0.025, 0.017, 0.019], [-0.023, -0.002, 0.024], [-0.035, 0.004, -0.010], [-0.016, 0.006, 0.007], [-0.007, -0.023, 0.067], [0.013, 0.021, 0.050], [0.029, 0.002, -0.049], [0.028, -0.051, 0.020], [0.022, 0.054, -0.013], [-0.023, -0.028, -0.012], [-0.061, -0.063, 0.047], [0.067, -0.182, -0.025], [-0.087, -0.034, -0.084], [0.159, 0.107, 0.352], [0.043, 0.144, -0.149], [-0.027, -0.105, -0.088], [0.119, 0.029, -0.079], [-0.195, -0.074, -0.039], [-0.009, 0.018, -0.081], [-0.073, 0.143, -0.062], [0.013, 0.017, -0.019], [0.015, 0.061, -0.047], [-0.008, 0.008, -0.018], [0.004, 0.009, -0.048], [0.012, 0.006, 0.036], [0.035, 0.032, 0.032], [0.017, 0.006, 0.027], [-0.034, -0.014, 0.020], [0.025, -0.014, 0.032], [-0.002, 0.040, 0.025], [0.027, 0.010, 0.027], [-0.038, -0.024, -0.015], [-0.034, 0.015, 0.033], [-0.073, -0.040, 0.017], [0.042, 0.014, 0.013], [0.021, 0.030, -0.001], [-0.005, -0.008, 0.041], [0.014, -0.006, 0.034], [0.011, -0.031, -0.020], [0.021, -0.041, 0.016], [0.038, -0.041, 0.029], [0.009, -0.063, -0.006], [-0.071, 0.304, 0.031], [0.086, -0.357, -0.018], [-0.101, 0.070, 0.030], [0.072, -0.036, 0.014], [0.031, -0.093, 0.035], [-0.056, 0.066, -0.020], [0.022, 0.118, -0.045], [0.053, -0.048, -0.010], [-0.006, 0.061, -0.060], [-0.025, -0.005, -0.012], [-0.011, -0.043, -0.003]],
  "spin_multiplicity": 1,
  "lumo_ev": -0.411,
  "energy_ev": -194305.7738,
  "molar_mass_g_mol": 903.08,
  "homo_ev": -8.014,
  "charge": 0
}